# C34H82BKN2O10

C34H82BKN2O10 as an isolated structure at a distorted geometry (the ωB97M-V functional and the def2-TZVPD basis, the OMol25 dataset).

Each line ends with the Mulliken charge.
Atoms and positions in Å:
K: -2.5117 -0.9127 -19.2145  2.9879
B: -1.5946 0.6969 -20.0487  1.4343
H: -1.2198 1.6792 -20.2911  0.4233
H: -1.4259 0.4475 -19.0125  -0.9221
H: -2.6288 0.6647 -20.3547  -1.5906
H: -1.0852 -0.0380 -20.6526  -1.8776
C: -0.3319 -3.2304 -18.3060  -1.5466
O: -0.9587 -1.9193 -18.1996  0.5002
C: -0.8406 -1.3905 -16.8750  -1.3734
C: -1.5676 -0.0508 -16.7439  -0.6837
O: -2.9518 -0.0686 -16.9831  -0.3982
C: -3.4433 1.2792 -16.9132  -0.9828
H: -0.9873 -3.9789 -17.8608  0.5175
H: 0.6843 -3.2346 -17.9118  0.4818
H: -0.2151 -3.3448 -19.3837  0.7840
H: 0.2143 -1.2821 -16.6229  0.6711
H: -1.3063 -2.0374 -16.1315  1.2470
H: -1.0731 0.6691 -17.3961  -0.0141
H: -1.3403 0.4562 -15.8061  1.1596
H: -3.0247 1.7955 -16.0493  0.1495
H: -4.5049 1.4054 -17.1256  0.7518
H: -3.0974 1.8230 -17.7922  0.3119
C: -3.3354 -3.0883 -17.0039  -1.1738
O: -3.6769 -2.4722 -18.2429  0.5151
C: -5.0039 -2.0627 -18.3601  -0.9924
C: -5.1185 -1.2820 -19.7266  -0.7450
O: -4.2271 -0.1492 -19.7607  0.8295
C: -4.6639 0.8489 -20.6631  -1.8825
H: -3.9619 -3.9689 -16.8619  0.2715
H: -3.4036 -2.2961 -16.2583  0.2581
H: -2.2694 -3.3133 -17.0350  0.1511
H: -5.3193 -1.4889 -17.4886  0.2771
H: -5.6542 -2.9134 -18.5636  0.6142
H: -6.1427 -0.9094 -19.7464  0.6984
H: -4.9219 -1.8488 -20.6366  0.0437
H: -4.0001 1.7127 -20.7024  -0.7775
H: -5.5992 1.1347 -20.1818  1.7490
H: -4.8866 0.5072 -21.6739  -1.0875
C: -4.8727 -1.0779 -23.0513  -0.8657
O: -3.9882 -1.6717 -22.0964  -0.7019
C: -2.7322 -1.0534 -22.0254  0.6497
C: -1.7290 -2.0431 -21.5107  -1.2412
O: -2.0383 -2.5652 -20.1892  -0.1699
C: -2.6952 -3.8137 -20.2101  -1.3307
H: -5.0836 -0.0462 -22.7699  0.3445
H: -5.7157 -1.7554 -23.1878  0.4012
H: -4.3642 -1.0279 -24.0141  0.4426
H: -2.8691 -0.2196 -21.3369  1.1771
H: -2.4468 -0.6891 -23.0123  0.6281
H: -0.7155 -1.6421 -21.5187  -1.5148
H: -1.6533 -2.8787 -22.2065  0.4720
H: -3.4428 -3.8572 -21.0021  0.2805
H: -3.0499 -3.9083 -19.1838  0.4367
H: -1.9146 -4.5577 -20.3684  0.2160
C: 2.1934 -0.9839 -17.7884  0.0402
O: 1.7074 0.3315 -17.6794  -0.7013
C: 0.7508 0.7361 -18.6059  1.0781
C: 0.1048 2.0506 -18.1253  0.1955
O: -0.4608 1.9659 -16.8167  -0.5800
C: -1.3000 3.0621 -16.4142  -0.8648
H: 2.7531 -1.0685 -18.7199  -0.3575
H: 1.3252 -1.6427 -17.8067  0.3188
H: 2.8206 -1.1931 -16.9219  0.4960
H: 0.0506 -0.0922 -18.7152  1.9712
H: 1.1830 0.8166 -19.6033  0.1490
H: -0.6107 2.3180 -18.9030  -1.7284
H: 0.7335 2.9399 -18.0801  1.2793
H: -1.9160 2.6482 -15.6160  0.5913
H: -1.9151 3.4830 -17.2096  0.2437
H: -0.6937 3.8590 -15.9835  0.3198
C: 0.9822 -1.7234 -19.5916  -0.8465
C: 1.5158 -1.1018 -20.8404  1.1430
C: 1.7718 -2.3101 -21.8410  -1.0336
C: 1.8479 -1.8635 -23.3470  -1.2329
C: 0.7236 -0.9551 -23.7202  -1.2293
C: 0.3958 0.2353 -22.7936  1.2508
N: 0.5877 -0.0990 -21.3954  0.7554
O: 0.3426 0.9714 -20.4814  -0.1815
C: 1.3740 1.4155 -23.1337  -1.2776
C: -1.0626 0.7083 -23.0048  -0.4582
C: 2.9536 -0.5225 -20.5510  -1.7003
H: -0.0123 -2.1398 -19.7525  -0.7453
H: 0.8077 -0.9382 -18.8560  -2.6235
H: 1.6559 -2.4482 -19.1345  1.1547
H: 2.6114 -2.8875 -21.4539  0.5309
H: 0.9984 -3.0763 -21.7873  0.2041
H: 1.8960 -2.8239 -23.8602  0.5494
H: 2.7379 -1.2932 -23.6131  0.3568
H: -0.1188 -1.6334 -23.8563  0.2819
H: 0.8726 -0.5423 -24.7179  0.5206
H: 2.4123 1.0848 -23.1599  0.3365
H: 1.1482 1.8410 -24.1114  0.4700
H: 1.1772 2.2860 -22.5080  0.1830
H: -1.1658 1.1679 -23.9878  0.7494
H: -1.7172 -0.1632 -23.0179  -0.4663
H: -1.4315 1.4323 -22.2783  -0.5298
H: 3.5407 -1.0470 -19.7971  0.2859
H: 2.7729 0.5393 -20.3838  0.2272
H: 3.4178 -0.4378 -21.5336  0.6379
H: -0.5283 0.7645 -20.1346  -2.3164
C: -0.7409 3.6019 -20.6315  -1.2079
C: -1.5536 4.3371 -19.5793  2.4510
C: -2.0053 5.6764 -20.2375  -1.4440
C: -3.1614 5.5760 -21.3486  -0.7362
C: -4.3395 4.8608 -20.8128  -1.1504
C: -3.9786 3.4928 -20.1011  2.3840
N: -2.8015 3.5506 -19.2675  0.2707
O: -2.5195 2.4049 -18.5693  0.0113
C: -5.1592 3.1606 -19.2224  -2.3170
C: -3.9683 2.4885 -21.3030  -0.5414
C: -0.6594 4.7668 -18.3580  -2.0484
H: -0.4827 2.6098 -20.2610  0.7555
H: -1.3409 3.4307 -21.5252  -0.0174
H: 0.1733 4.1455 -20.8699  0.9148
H: -2.3792 6.3280 -19.4478  0.4656
H: -1.1731 6.2280 -20.6747  0.3644
H: -3.4949 6.5210 -21.7774  0.5273
H: -2.6796 5.0115 -22.1469  0.3109
H: -5.1452 4.7355 -21.5361  0.3331
H: -4.8347 5.5679 -20.1474  0.4108
H: -5.2605 3.9386 -18.4657  0.4362
H: -5.0629 2.1964 -18.7233  0.2277
H: -6.1162 2.9975 -19.7180  0.4036
H: -4.8991 1.9453 -21.4665  0.3159
H: -3.3128 1.6660 -21.0169  0.7014
H: -3.7394 2.9661 -22.2557  0.2345
H: -0.3338 3.8120 -17.9451  -0.0254
H: 0.2914 5.2263 -18.6279  0.3810
H: -1.2255 5.2456 -17.5590  0.4230
H: -2.2856 1.7761 -19.2560  -0.2852

## Properties
- LUMO level: 0.14 eV
- DFT total energy: -2829.151076 Ha
- Frontier orbital gap: 0.23872 hartree
- Charge: 0
- 2S+1: 1



# C34H82N4O13P

A 5-piece molecular cluster, C34H82N4O13P overall at a distorted geometry (the ωB97M-V functional and the def2-TZVPD basis, the OMol25 dataset).

Each line ends with the Mulliken charge.
Atoms and positions in Å:
C: 0.9549 -0.6118 4.0749  -0.9139
C: -0.0696 -0.4339 2.9478  1.0590
C: -1.4706 -0.9068 3.4274  -1.6475
C: 0.2796 -1.2017 1.6614  -1.1144
C: 1.7726 -1.1625 1.2479  -0.0193
P: 2.4992 -2.7571 1.6938  0.8744
C: 1.6873 -4.0147 0.6811  -0.7752
C: 1.6327 -5.4506 1.2372  -0.8441
C: 1.2729 -5.6225 2.6940  0.2790
N: 0.3868 -4.6403 3.2518  -0.3403
O: 1.7205 -6.5568 3.3446  -0.5663
C: 4.2901 -2.8027 1.4529  -1.0578
C: 4.9445 -3.2714 2.7735  0.0915
N: 6.3468 -3.4926 2.4668  -0.7562
N: 4.2246 -4.4761 3.2150  -0.3185
N: 4.8048 -2.2166 3.7514  -0.2953
H: 0.7035 -1.4256 4.7498  0.2825
H: 0.9721 0.2985 4.6721  0.4276
H: 1.9794 -0.7584 3.7407  -0.3320
H: -0.1974 0.6224 2.7312  0.5322
H: -1.3954 -1.5572 4.2946  0.4056
H: -2.0991 -0.0651 3.6994  0.3488
H: -1.9854 -1.4767 2.6561  0.3614
H: -0.2990 -0.7662 0.8478  -0.1342
H: -0.0927 -2.2190 1.7691  0.5351
H: 1.8167 -1.0909 0.1642  -0.5352
H: 2.3056 -0.3432 1.7157  0.5905
H: 2.2567 -2.8890 3.0487  -0.2167
H: 2.2832 -4.0393 -0.2322  0.5566
H: 0.6985 -3.6784 0.3925  0.5980
H: 2.5512 -5.9960 1.0598  0.2895
H: 0.8498 -5.9672 0.6799  0.4728
H: -0.5739 -4.9629 3.2045  0.2792
H: 0.5992 -4.6242 4.2440  0.2455
H: 4.5412 -3.5024 0.6603  0.6394
H: 4.6332 -1.8010 1.2177  0.4080
H: 6.4638 -4.2498 1.8065  0.3049
H: 6.8307 -3.7622 3.3150  0.2462
H: 4.7524 -5.3153 3.0417  0.2375
H: 3.9571 -4.4550 4.1871  0.2259
H: 4.5164 -2.5568 4.6538  0.2466
H: 5.6569 -1.6860 3.8414  0.2660
C: -2.5710 -1.3966 -1.6892  -0.2549
O: -3.3644 -0.2504 -1.5134  -0.0115
C: -3.8207 -0.0870 -0.1815  -0.0346
C: -4.1084 1.3701 0.0968  -0.4714
O: -2.9457 2.1585 0.3081  -0.4917
C: -2.1634 2.4948 -0.8317  -0.0329
C: -2.7831 3.5307 -1.7393  -0.8819
O: -3.7803 2.9362 -2.5495  -0.0913
C: -4.7224 3.8804 -3.0190  -0.8038
H: -3.1368 -2.3130 -1.4828  0.3343
H: -2.2395 -1.4132 -2.7259  0.2990
H: -1.6853 -1.3654 -1.0378  -0.3382
H: -3.0662 -0.4506 0.5290  -0.1953
H: -4.7426 -0.6687 -0.0456  0.4267
H: -4.6621 1.4234 1.0365  0.4805
H: -4.7394 1.7953 -0.6850  0.1136
H: -1.8882 1.5996 -1.3938  0.0364
H: -1.2458 2.9210 -0.4184  0.4063
H: -2.0028 3.9529 -2.3876  0.3990
H: -3.2094 4.3362 -1.1306  0.3775
H: -5.2165 4.3886 -2.1831  0.3647
H: -5.4752 3.3477 -3.5899  0.2205
H: -4.2502 4.6251 -3.6684  0.3256
C: 4.1696 1.1769 4.9234  -0.8622
O: 3.4699 2.3774 5.1233  -0.2518
C: 3.0441 2.5460 6.4681  -0.5340
C: 2.8362 4.0067 6.7951  -0.5000
O: 4.0341 4.7249 7.0234  -0.4516
C: 4.8090 5.0946 5.8929  -0.2977
C: 4.2304 6.2371 5.0918  -0.6028
O: 3.1713 5.7906 4.2610  -0.2267
C: 2.3022 6.8377 3.8907  -0.7792
H: 3.5250 0.3099 5.1167  0.2759
H: 4.4954 1.1530 3.8837  0.2594
H: 5.0553 1.1180 5.5678  0.4367
H: 3.7857 2.1254 7.1570  0.3613
H: 2.0926 2.0124 6.6050  0.3903
H: 2.2983 4.0504 7.7444  0.4019
H: 2.2160 4.4920 6.0388  0.2068
H: 5.0147 4.2350 5.2521  0.1110
H: 5.7593 5.4349 6.3081  0.3999
H: 5.0205 6.6638 4.4590  0.4140
H: 3.8744 7.0129 5.7794  0.3559
H: 1.8603 7.3145 4.7729  0.3289
H: 1.5034 6.4057 3.2910  0.2240
H: 2.8223 7.5959 3.2948  0.3231
C: 1.8128 1.0108 -1.9767  -0.7594
O: 3.1328 0.9306 -2.4570  -0.4172
C: 3.9140 0.0286 -1.7026  -0.0148
C: 5.0523 -0.5431 -2.5153  -0.6205
O: 4.6585 -1.5612 -3.4175  -0.4745
C: 4.0099 -1.1582 -4.6192  -0.3323
C: 4.9335 -0.5376 -5.6396  -0.6093
O: 5.2283 0.8035 -5.2960  -0.2672
C: 6.4176 1.2676 -5.8985  -0.7713
H: 1.7818 1.3941 -0.9480  0.3623
H: 1.2620 1.6904 -2.6226  0.4079
H: 1.3267 0.0253 -2.0169  0.3022
H: 3.2847 -0.7966 -1.3418  -0.1816
H: 4.3217 0.5688 -0.8337  0.4808
H: 5.7340 -1.0370 -1.8171  0.4887
H: 5.6099 0.2490 -3.0172  0.1871
H: 3.1632 -0.5015 -4.4115  0.1336
H: 3.6185 -2.0827 -5.0477  0.4045
H: 4.4406 -0.5551 -6.6209  0.4386
H: 5.8548 -1.1292 -5.6993  0.3429
H: 7.2746 0.6501 -5.6058  0.3290
H: 6.5849 2.2850 -5.5525  0.2336
H: 6.3342 1.2737 -6.9904  0.3243
C: -5.5414 0.4792 -3.9377  -0.5605
O: -6.5832 0.0639 -4.7953  -0.3292
C: -6.2626 -1.1192 -5.5017  -0.4523
C: -7.5110 -1.8608 -5.9195  -0.4541
O: -8.1337 -2.5831 -4.8689  -0.4568
C: -8.8882 -1.8437 -3.9218  -0.2828
C: -10.2282 -1.3659 -4.4314  -0.5959
O: -10.0809 -0.2216 -5.2523  -0.2536
C: -11.1734 -0.0385 -6.1237  -0.7738
H: -4.6389 0.7336 -4.5052  0.4449
H: -5.8833 1.3577 -3.4032  -0.0928
H: -5.3053 -0.2967 -3.2033  0.3182
H: -5.6467 -1.7796 -4.8782  0.2445
H: -5.6905 -0.8505 -6.4014  0.4111
H: -7.2105 -2.6229 -6.6419  0.4129
H: -8.2158 -1.1914 -6.4160  0.1951
H: -8.3091 -1.0134 -3.5123  0.1030
H: -9.0820 -2.5489 -3.1105  0.3940
H: -10.8629 -1.1059 -3.5726  0.4159
H: -10.7093 -2.1775 -4.9902  0.3449
H: -11.3050 -0.9071 -6.7794  0.3276
H: -10.9606 0.8335 -6.7382  0.2330
H: -12.1018 0.1369 -5.5683  0.3227

## Properties
- LUMO level: -2.23 eV
- DFT total energy: -2882.713768 Ha
- Frontier orbital gap: 0.29573 hartree
- Charge: +1
- 2S+1: 1



Computed HOMO level, in the same sequence as the records: -6.357, -10.278 eV.